Entry 1:
# C19H18BrCl2CrN7O4

C19H18BrCl2CrN7O4 as an isolated structure (ωB97M-V/def2-TZVPD, the Open Molecules 2025 dataset).

Geometry (Å):
Cr -0.141 -1.562 0.249
O 4.304 -1.775 0.805
C 4.517 -0.967 -0.273
C 5.786 -0.957 -0.827
C 6.055 -0.150 -1.920
C 5.060 0.641 -2.478
C 3.795 0.632 -1.913
C 3.513 -0.152 -0.798
C 2.202 -0.111 -0.068
O 1.667 -1.409 0.087
N 1.196 0.695 -0.779
N -0.082 0.331 -0.481
C -1.088 1.049 -0.821
C -2.455 0.583 -0.662
Br -2.640 -1.242 -0.127
C -3.567 1.264 -0.933
C -3.663 2.686 -1.292
C -4.630 3.063 -2.225
C -4.744 4.386 -2.616
C -3.914 5.349 -2.057
C -2.977 4.989 -1.098
C -2.852 3.662 -0.715
H 3.364 -2.013 0.838
H 6.543 -1.597 -0.395
H 7.049 -0.152 -2.350
H 5.265 1.254 -3.344
H 3.020 1.239 -2.364
H 2.381 0.310 0.931
H 1.356 1.685 -0.915
H -0.931 2.009 -1.305
H -4.503 0.714 -0.913
H -5.284 2.313 -2.653
H -5.489 4.669 -3.348
H -4.011 6.385 -2.354
H -2.358 5.744 -0.633
H -2.161 3.396 0.076
N -0.545 -2.299 5.358
N -0.368 -1.567 4.209
N 0.136 -0.349 4.241
C 0.229 -0.079 2.948
N -0.210 -1.097 2.207
N -0.592 -2.063 3.048
H -0.762 -1.656 6.109
H -1.251 -3.005 5.190
H 0.601 0.852 2.557
Cl -0.710 -6.207 -1.093
C -0.937 -5.697 0.591
Cl 0.451 -6.100 1.602
C -1.239 -4.205 0.604
O -2.375 -3.827 0.781
O -0.212 -3.439 0.341
H -1.798 -6.224 0.980

The HOMO energy (spin up / spin down) comes out at -10.9 / -10.9 eV. The energy above the lowest of the compared OMol25 structures with the same formula, charge and spin comes out at 17.5 kcal per mole. As for the spin multiplicity: 4. Its charge is +1. The HOMO-LUMO gap (spin up / spin down) comes out at 6.73 / 6.71 eV.



Entry 2:
# C19H18BrMnN6O5S

C19H18BrMnN6O5S as an isolated structure in a non-equilibrium geometry (ωB97M-V/def2-TZVPD, the Open Molecules 2025 dataset).

Geometry (Å):
Mn 1.027 0.280 -0.398
N -1.868 -4.201 5.596
C -1.688 -3.643 4.330
C -0.416 -3.584 3.758
C -0.223 -2.967 2.535
C -1.306 -2.419 1.867
C -2.576 -2.470 2.421
C -2.769 -3.086 3.643
S -1.061 -1.446 0.402
O 0.157 -1.917 -0.250
O -2.270 -1.490 -0.377
N -0.672 -0.027 1.008
C -1.343 1.130 0.778
N -2.671 1.244 0.930
C -3.197 2.429 0.657
C -2.443 3.520 0.258
C -1.073 3.315 0.177
N -0.513 2.149 0.438
H -1.171 -4.865 5.884
H -2.807 -4.491 5.808
H 0.425 -4.020 4.286
H 0.760 -2.896 2.086
H -3.394 -2.017 1.873
H -3.760 -3.131 4.082
H -4.274 2.505 0.778
H -2.895 4.474 0.027
H -0.397 4.116 -0.108
N 2.839 1.259 3.383
C 2.661 0.968 2.056
O 2.162 -0.091 1.717
C 3.137 2.001 1.066
C 2.878 1.523 -0.357
H 2.325 0.695 4.041
H 3.010 2.214 3.640
H 4.198 2.198 1.287
H 2.591 2.931 1.264
H 3.647 0.799 -0.649
H 2.922 2.368 -1.050
Br 2.996 1.062 -7.908
C 1.554 0.725 -6.707
C 0.293 0.493 -7.223
N -0.753 0.255 -6.437
C -0.553 0.254 -5.121
C 0.683 0.472 -4.523
C 1.777 0.711 -5.345
C 0.831 0.424 -3.026
O 0.000 1.052 -2.327
O 1.771 -0.250 -2.556
H 0.114 0.494 -8.292
H -1.423 0.072 -4.501
H 2.758 0.878 -4.921

The HOMO energy (spin up / spin down) comes out at -4.2 / -4.3 eV. The energy above the lowest of the compared OMol25 structures with the same formula, charge and spin comes out at 38.4 kcal per mole. As for the spin multiplicity: 2. Its charge is -1. The HOMO-LUMO gap (spin up / spin down) comes out at 6.72 / 6.83 eV.



Entry 3:
# C19H18Cl2N7O2PtS

C19H18Cl2N7O2PtS as an isolated structure (ωB97M-V/def2-TZVPD, the Open Molecules 2025 dataset).

Geometry (Å):
Pt -0.711 0.374 0.536
C -3.907 -1.310 2.599
C -3.610 -0.044 1.844
N -3.305 1.074 2.370
N -3.112 1.077 3.713
C -3.053 2.230 4.427
N -2.469 2.029 5.662
S -3.669 3.681 3.955
C -3.652 -0.071 0.363
C -4.798 -0.477 -0.305
C -4.818 -0.489 -1.687
C -3.669 -0.102 -2.361
C -2.549 0.253 -1.636
N -2.518 0.255 -0.288
H -3.028 -1.640 3.161
H -4.156 -2.116 1.912
H -4.730 -1.165 3.304
H -2.911 0.210 4.192
H -1.646 1.442 5.662
H -2.351 2.890 6.171
H -5.674 -0.753 0.271
H -5.706 -0.793 -2.225
H -3.616 -0.103 -3.440
H -1.616 0.512 -2.115
Cl 2.255 -0.243 0.238
C 2.182 0.667 -1.240
C 2.531 2.004 -1.167
C 2.433 2.759 -2.313
C 1.970 2.140 -3.484
C 1.630 0.812 -3.508
Cl 1.047 0.119 -4.993
C 1.722 -0.038 -2.362
N 1.393 -1.329 -2.441
H 2.844 2.427 -0.221
H 2.685 3.810 -2.310
H 1.868 2.713 -4.396
C 4.809 -2.311 -2.170
N 4.722 -1.300 -1.139
C 5.305 -1.518 -0.046
C 5.209 -0.577 1.086
C 4.311 0.251 1.541
O 1.252 0.467 1.166
N 1.931 -1.709 -0.070
C 1.493 -2.153 -1.370
O 1.268 -3.351 -1.427
H 5.471 -3.143 -1.897
H 5.167 -1.844 -3.089
H 3.808 -2.695 -2.369
H 5.907 -2.420 0.124
H 6.061 -0.498 1.772

The HOMO energy comes out at -3.8 eV. The energy above the lowest of the compared OMol25 structures with the same formula, charge and spin comes out at 284.9 kcal per mole. As for the spin multiplicity: 1. Its charge is -1. The HOMO-LUMO gap comes out at 6.18 eV.



Entry 4:
# C19H18Cl2NS

An isolated ion of composition C19H18Cl2NS and charge +1 in a non-equilibrium geometry (ωB97M-V/def2-TZVPD, the Open Molecules 2025 dataset).

Geometry (Å):
C -3.975 -0.712 2.014
S -2.788 -0.975 0.608
C -3.793 0.013 -0.548
C -1.383 0.214 0.952
C -0.762 -0.133 2.216
N -0.235 -0.451 3.216
H -3.738 -1.215 2.945
H -4.223 0.322 2.252
H -4.928 -1.175 1.734
H -3.159 0.192 -1.405
H -4.653 -0.601 -0.821
H -4.106 0.934 -0.050
H -1.935 1.158 1.088
Cl 2.248 5.903 2.628
C 1.592 4.501 1.883
C 0.253 4.437 1.511
C -0.224 3.323 0.859
C 0.546 2.215 0.685
C -0.110 0.966 0.064
C 0.842 0.018 -0.552
C 0.434 -1.086 -1.233
C 1.297 -2.147 -1.742
C 0.781 -3.122 -2.614
C 1.580 -4.145 -3.065
C 2.913 -4.198 -2.667
Cl 3.855 -5.514 -3.222
C 3.450 -3.232 -1.818
C 2.649 -2.208 -1.362
C 1.872 2.231 1.103
C 2.398 3.368 1.734
H -0.321 5.325 1.607
H -1.233 3.348 0.485
H -0.894 1.252 -0.655
H 1.917 0.236 -0.491
H -0.648 -1.167 -1.440
H -0.254 -3.009 -2.903
H 1.154 -4.868 -3.727
H 4.482 -3.341 -1.553
H 3.104 -1.475 -0.705
H 2.551 1.388 0.989
H 3.447 3.432 2.003

The HOMO energy comes out at -10.9 eV. The energy above the lowest of the compared OMol25 structures with the same formula, charge and spin comes out at 5.9 kcal per mole. As for the spin multiplicity: 1. Its charge is +1. The HOMO-LUMO gap comes out at 6.93 eV.



Entry 5:
# C19H18Cl4N6O5PSSn

C19H18Cl4N6O5PSSn as an isolated structure (ωB97M-V/def2-TZVPD, the Open Molecules 2025 dataset).

Geometry (Å):
Sn -1.279 -0.447 0.718
C 0.800 0.297 -4.286
N 0.260 -0.832 -3.560
C -0.765 -1.629 -3.984
C -0.967 -2.543 -2.990
N -0.097 -2.322 -1.963
C 0.618 -1.274 -2.322
P 2.068 -0.635 -1.411
C 2.064 -1.826 -0.035
N 1.113 -2.054 0.846
C 1.602 -2.981 1.711
C 2.877 -3.324 1.354
N 3.166 -2.586 0.241
C 4.419 -2.608 -0.486
C 1.583 0.843 -0.455
N 1.118 0.798 0.778
C 1.087 2.082 1.232
C 1.552 2.918 0.261
N 1.875 2.126 -0.808
C 2.252 2.629 -2.109
H 0.566 0.173 -5.342
H 0.367 1.220 -3.907
H 1.884 0.311 -4.176
H -1.255 -1.460 -4.927
H -1.690 -3.342 -2.954
H 1.019 -3.338 2.543
H 3.589 -4.010 1.780
H 5.069 -3.350 -0.029
H 4.254 -2.874 -1.529
H 4.908 -1.635 -0.445
H 0.699 2.312 2.210
H 1.613 3.990 0.200
H 2.908 3.489 -1.983
H 2.792 1.856 -2.653
H 1.359 2.929 -2.658
Cl -5.157 -0.703 6.492
C -3.853 -0.447 5.379
C -2.671 0.131 5.809
Cl -2.479 0.606 7.464
C -1.626 0.331 4.898
Cl -0.135 1.058 5.398
C -1.751 -0.045 3.569
O -0.791 0.116 2.682
C -2.966 -0.638 3.124
O -3.033 -0.978 1.859
C -3.996 -0.828 4.039
Cl -5.462 -1.553 3.471
C -3.283 2.575 -1.952
S -1.624 2.450 -1.328
O -1.041 3.777 -1.456
O -1.785 2.007 0.065
O -0.967 1.441 -2.160
H -3.801 3.349 -1.391
H -3.772 1.613 -1.814
H -3.234 2.835 -3.007

The HOMO energy comes out at -4.5 eV. The energy above the lowest of the compared OMol25 structures with the same formula, charge and spin comes out at 0.0 kcal per mole. As for the spin multiplicity: 1. Its charge is -1. The HOMO-LUMO gap comes out at 6.85 eV.



Entry 6:
# C19H18F2N2O3S

One molecule with the formula C19H18F2N2O3S in a non-equilibrium geometry (ωB97M-V/def2-TZVPD, the Open Molecules 2025 dataset).

Geometry (Å):
O 0.404 -2.208 4.600
S 0.415 -1.597 3.289
O 1.854 -1.379 3.089
O -0.236 -0.050 3.476
C -0.821 0.631 2.458
C -2.081 1.338 2.590
C -2.721 1.856 1.437
C -2.005 1.912 0.240
N -2.349 2.436 -0.959
C -1.417 2.214 -1.988
C -0.371 1.611 -1.348
C 0.964 1.494 -2.066
C 2.009 2.355 -1.322
C 3.375 2.108 -2.054
N 3.930 0.689 -2.004
C 2.996 -0.129 -2.746
C 1.555 0.081 -2.203
C -0.751 1.395 0.066
C -0.228 0.650 1.120
C -0.612 -2.610 2.112
C -1.836 -2.927 2.658
F -2.136 -2.682 3.947
C -2.927 -3.357 1.856
C -2.597 -3.745 0.497
C -1.234 -3.546 -0.058
C -0.253 -2.863 0.801
F 0.971 -2.463 0.346
H -2.596 1.297 3.525
H -3.732 2.292 1.612
H -3.316 2.841 -1.066
H -1.475 2.678 -2.994
H 0.791 1.819 -3.127
H 2.076 1.993 -0.344
H 1.801 3.440 -1.212
H 3.278 2.361 -3.064
H 4.175 2.633 -1.584
H 4.071 0.326 -1.031
H 2.899 0.073 -3.812
H 3.343 -1.141 -2.573
H 1.515 -0.393 -1.167
H 0.804 -0.421 -2.869
H 0.759 0.197 0.919
H -3.951 -3.419 2.247
H -3.315 -4.055 -0.209
H -1.025 -3.732 -1.087

The HOMO energy comes out at -8.1 eV. The energy above the lowest of the compared OMol25 structures with the same formula, charge and spin comes out at 106.8 kcal per mole. As for the SMILES: O=S(=O)(Oc1ccc2[nH]cc(C3CCNCC3)c2c1)c1c(F)cccc1F. As for the spin multiplicity: 1. Its charge is 0. The HOMO-LUMO gap comes out at 7.66 eV.



Entry 7:
# C19H18F3O4STc

C19H18F3O4STc as an isolated structure in a non-equilibrium geometry (ωB97M-V/def2-TZVPD, the Open Molecules 2025 dataset).

Geometry (Å):
C 0.612 -1.492 2.968
C -0.727 -1.695 2.468
C -0.623 -2.143 1.093
H -1.673 -1.788 2.988
C 0.756 -2.123 0.724
C 1.522 -1.670 1.864
H 2.604 -1.662 1.977
H 0.995 -1.426 3.983
H -1.477 -2.475 0.495
H 1.163 -2.421 -0.244
C -0.812 2.039 1.590
C -0.466 1.500 2.885
C 0.955 1.315 2.964
H -1.168 1.621 3.701
C 1.494 1.703 1.696
C 0.401 2.180 0.859
H 0.492 2.591 -0.147
H -1.828 2.338 1.327
H 1.515 1.053 3.850
H 2.549 1.768 1.460
Tc 0.194 -0.005 1.572
O -0.139 -0.166 -2.512
C -1.265 -0.910 -3.022
C 0.062 -0.936 -3.767
H -1.520 -1.797 -2.430
H -2.080 -0.338 -3.489
H 0.635 -1.866 -3.635
H 0.969 -1.939 -6.088
C 0.722 -0.882 -6.182
C 0.242 -0.207 -5.034
C -0.114 1.151 -5.152
H -0.484 1.691 -4.278
C 0.040 1.812 -6.370
H -0.215 2.871 -6.434
C 0.522 1.135 -7.498
H 0.634 1.662 -8.447
C 0.858 -0.222 -7.397
H 1.229 -0.759 -8.270
F -0.548 0.348 8.020
C -0.597 0.751 6.753
F -1.443 1.792 6.624
F 0.622 1.157 6.350
S -1.064 -0.709 5.738
O -0.027 -1.662 6.020
O -2.437 -1.129 5.971
O -1.080 -0.058 4.456

The HOMO energy (spin up / spin down) comes out at -11.5 / -11.5 eV. The energy above the lowest of the compared OMol25 structures with the same formula, charge and spin comes out at 22.6 kcal per mole. As for the spin multiplicity: 4. Its charge is +1. The HOMO-LUMO gap (spin up / spin down) comes out at 6.99 / 3.55 eV.



Entry 8:
# C19H18FN2O

A 2-piece molecular cluster, C19H18FN2O overall in a non-equilibrium geometry (ωB97M-V/def2-TZVPD, the Open Molecules 2025 dataset).

Geometry (Å):
O 0.028 2.267 1.911
C -0.739 1.369 1.558
C -2.262 1.494 1.789
C -2.893 0.194 2.327
C -2.379 -1.121 1.703
C -0.831 -1.107 1.711
C -0.369 0.062 0.935
N 1.862 0.001 1.898
N 2.975 -0.067 1.955
H -2.435 2.331 2.489
H -2.681 1.734 0.785
H -2.738 0.164 3.419
H -3.971 0.275 2.150
H -2.757 -1.983 2.285
H -2.750 -1.209 0.661
H -0.529 -1.058 2.773
H -0.442 -2.051 1.322
F 2.191 5.024 -1.701
C 1.659 3.779 -1.531
C 0.276 3.656 -1.383
C -0.222 2.391 -1.083
C 0.641 1.288 -0.993
C -0.003 -0.004 -0.439
C 0.532 -1.386 -0.889
C -0.455 -2.359 -1.089
C -0.098 -3.657 -1.459
C 1.247 -3.968 -1.659
C 2.217 -2.976 -1.529
C 1.876 -1.704 -1.040
C 1.979 1.419 -1.334
C 2.509 2.683 -1.603
H -0.395 4.512 -1.453
H -1.299 2.240 -0.986
H -0.981 0.034 -0.982
H -1.514 -2.084 -1.003
H -0.890 -4.396 -1.604
H 1.540 -4.980 -1.930
H 3.259 -3.153 -1.796
H 2.670 -0.975 -0.853
H 2.603 0.543 -1.473
H 3.567 2.777 -1.860

The HOMO energy comes out at -12.4 eV. The energy above the lowest of the compared OMol25 structures with the same formula, charge and spin comes out at 0.0 kcal per mole. As for the spin multiplicity: 1. Its charge is +1. The HOMO-LUMO gap comes out at 6.46 eV.



Entry 9:
# C19H18I2N2OPdSi

C19H18I2N2OPdSi as an isolated structure (ωB97M-V/def2-TZVPD, the Open Molecules 2025 dataset).

Geometry (Å):
Pd 1.200 1.617 -0.280
I -4.050 0.342 -0.443
C -2.376 -0.882 -0.661
C -2.543 -2.251 -0.868
C -1.467 -3.090 -0.994
I -1.823 -5.128 -1.296
C -0.154 -2.571 -0.902
C 1.020 -3.351 -1.002
C 2.248 -2.767 -0.884
C 2.322 -1.383 -0.674
N 1.252 -0.627 -0.588
C 0.016 -1.178 -0.691
C -1.121 -0.266 -0.572
O -0.970 0.983 -0.386
H -3.547 -2.649 -0.926
H 0.931 -4.416 -1.168
H 3.157 -3.349 -0.950
H 3.280 -0.888 -0.577
N 1.242 2.075 1.987
C 0.543 1.653 2.795
C -0.466 1.059 3.614
C -0.273 0.845 4.977
C -1.281 0.244 5.711
C -2.461 -0.141 5.088
C -2.645 0.070 3.728
C -1.649 0.673 2.979
H 0.653 1.146 5.447
H -1.146 0.073 6.770
H -3.244 -0.613 5.668
H -3.563 -0.238 3.246
H -1.766 0.839 1.914
C 0.852 3.516 -2.697
Si 1.346 1.711 -2.483
C 3.166 1.430 -2.878
C 0.276 0.600 -3.536
H 0.946 3.802 -3.749
H 1.489 4.189 -2.119
H -0.186 3.672 -2.400
H 3.367 1.655 -3.929
H 3.452 0.391 -2.709
H 3.810 2.072 -2.275
H 0.389 0.867 -4.590
H -0.775 0.715 -3.266
H 0.548 -0.451 -3.429

The HOMO energy comes out at -7.2 eV. The energy above the lowest of the compared OMol25 structures with the same formula, charge and spin comes out at 26.3 kcal per mole. As for the spin multiplicity: 1. Its charge is 0. The HOMO-LUMO gap comes out at 6.91 eV.



Entry 10:
# C19H18IN2O11P2Pd

C19H18IN2O11P2Pd as an isolated structure (ωB97M-V/def2-TZVPD, the Open Molecules 2025 dataset).

Geometry (Å):
Pd 1.786 -0.130 -0.628
O -3.583 -4.594 -0.738
C -2.448 -4.714 -1.575
C -1.503 -3.570 -1.327
C -0.323 -3.470 -2.048
C 0.540 -2.425 -1.790
N 0.276 -1.500 -0.865
C -0.871 -1.560 -0.178
C -1.777 -2.594 -0.380
C -1.179 -0.464 0.835
C -2.435 -0.365 1.425
C -2.652 0.643 2.358
C -3.982 0.786 3.050
O -4.014 0.086 4.289
C -1.601 1.500 2.663
C -0.386 1.332 2.015
N -0.191 0.384 1.111
H -4.174 -5.329 -0.916
H -2.738 -4.703 -2.633
H -1.917 -5.654 -1.383
H -0.057 -4.194 -2.808
H 1.477 -2.303 -2.319
H -2.688 -2.661 0.188
H -3.245 -1.031 1.172
H -4.776 0.350 2.444
H -4.209 1.848 3.194
H -3.242 0.347 4.801
H -1.727 2.308 3.373
H 0.449 1.997 2.199
O 5.969 0.221 -0.703
P 4.548 0.263 -1.424
O 4.661 0.646 -2.831
O 3.533 0.972 -0.502
O 4.102 -1.341 -1.293
P 3.904 -1.980 0.183
O 3.396 -3.468 -0.181
O 5.219 -2.018 0.870
O 2.711 -1.282 0.831
H 5.959 -0.407 0.050
H 4.168 -4.026 -0.343
I 0.595 7.004 1.402
C 0.406 5.262 0.263
C 1.472 4.384 0.175
C 1.337 3.223 -0.579
C 0.142 2.935 -1.226
C -0.908 3.845 -1.140
C -0.787 5.010 -0.400
C -0.085 1.659 -2.027
O -1.203 1.481 -2.497
O 0.885 0.820 -2.162
H 2.409 4.596 0.673
H 2.190 2.565 -0.678
H -1.828 3.607 -1.656
H -1.610 5.709 -0.337

The HOMO energy comes out at -5.9 eV. The energy above the lowest of the compared OMol25 structures with the same formula, charge and spin comes out at 42.4 kcal per mole. As for the spin multiplicity: 1. Its charge is -1. The HOMO-LUMO gap comes out at 7.71 eV.